#a
The molecule C5H6, computed with ωB97M-V with the def2-TZVPD basis set.

```
! wB97M-V def2-TZVPD RIJCOSX def2/J DEFGRID3
* xyz 0 1
C 1.37 0.23 0.04
C 0.14 0.52 0.09
C 2.66 -0.06 -0.03
C -1.35 0.92 -0.01
C -1.60 -0.58 -0.01
H 3.29 -0.26 0.81
H 2.92 -0.26 -1.07
H -1.86 1.57 0.76
H -1.56 1.30 -1.08
H -1.60 -1.31 -0.84
H -1.75 -1.17 1.00
*
```

Summary:
- frontier orbital gap (alpha / beta) (eV) = 7.8423 / 7.8019
- lowest unoccupied orbital energy (alpha / beta) (eV) = 0.2 / 0.2



#b
The molecule C5H6, computed with ωB97M-V with the def2-TZVPD basis set.

```
! wB97M-V def2-TZVPD RIJCOSX def2/J DEFGRID3
* xyz 0 1
C -1.91 -0.05 0.02
C -0.47 -0.43 -0.01
C 0.48 0.52 -0.02
C 1.87 0.17 0.04
C 3.03 -0.22 0.02
H -2.00 1.04 -0.17
H -2.43 -0.51 -0.84
H -2.55 -0.26 0.90
H -0.19 -1.48 0.11
H 0.09 1.58 0.08
H 4.08 -0.37 -0.12
*
```

Summary:
- SMILES string = C#C/C=C/C
- frontier orbital gap (eV) = 10.0123
- lowest unoccupied orbital energy (eV) = 1.1



#c
The molecule C5H6, computed with ωB97M-V with the def2-TZVPD basis set.

```
! wB97M-V def2-TZVPD RIJCOSX def2/J DEFGRID3
* xyz 0 1
C -1.27 -0.43 0.22
C 1.88 -0.28 0.17
C -1.64 1.03 0.10
C 0.81 0.03 -0.47
C -0.42 0.74 -0.17
H -0.90 -0.87 1.16
H -1.40 -1.07 -0.62
H 2.63 -0.85 -0.25
H 1.74 -0.19 1.26
H -2.13 1.98 0.14
H 0.70 -0.10 -1.54
*
```

Summary:
- SMILES string = C=CC1=CC1
- frontier orbital gap (eV) = 9.8572
- lowest unoccupied orbital energy (eV) = 1.1



#d
The molecule C5H6, computed with ωB97M-V with the def2-TZVPD basis set.

```
! wB97M-V def2-TZVPD RIJCOSX def2/J DEFGRID3
* xyz 0 1
C 1.00 1.57 0.35
C 0.10 1.81 -0.60
C -0.56 -1.94 0.28
C -0.71 -0.66 0.44
C 0.40 0.36 -0.25
H 1.79 1.96 0.95
H -0.17 2.52 -1.35
H -1.40 -2.58 0.52
H 0.13 -2.39 -0.35
H -1.68 -0.33 0.76
H 1.10 -0.30 -0.74
*
```

Summary:
- SMILES string = C=CC1C=C1
- frontier orbital gap (eV) = 10.5485
- lowest unoccupied orbital energy (eV) = 1.3



Relative energies, in eV, with the most stable structure set to zero: #a 2.728; #b 0.000; #c 2.557; #d 1.554.



#a
The molecule C5H6, computed with ωB97M-V with the def2-TZVPD basis set.

```
! wB97M-V def2-TZVPD RIJCOSX def2/J DEFGRID3
* xyz 0 1
C -0.49 1.00 0.12
C -0.07 -0.36 0.04
C 0.13 1.94 -0.65
C -0.18 -1.76 0.66
C 0.79 -1.31 -0.35
H -1.16 1.06 1.01
H 0.68 1.78 -1.50
H -0.04 3.02 -0.40
H 0.03 -1.81 1.67
H -1.09 -2.52 0.42
H 1.73 -1.48 -0.76
*
```

Summary:
- SMILES string = C=CC1=CC1
- frontier orbital gap (eV) = 8.8575
- lowest unoccupied orbital energy (eV) = 0.4



#b
The molecule C5H6, computed with ωB97M-V with the def2-TZVPD basis set.

```
! wB97M-V def2-TZVPD RIJCOSX def2/J DEFGRID3
* xyz 0 1
C -2.53 0.10 -0.07
C -1.34 -0.19 0.32
C 0.04 -0.30 0.74
C 0.93 -0.72 -0.35
C 0.98 0.85 -0.01
H -3.41 0.17 -0.71
H 0.34 -0.56 1.68
H 1.95 -1.21 -0.20
H 0.55 -0.91 -1.39
H 0.60 1.61 -0.61
H 1.88 1.15 0.58
*
```

Summary:
- SMILES string = C#CC1CC1
- frontier orbital gap (eV) = 10.2546
- lowest unoccupied orbital energy (eV) = 1.2



Relative energies, in eV, with the most stable structure set to zero: #a 0.151; #b 0.000.



#a
The ion C4H12NO2S with charge +1, computed with ωB97M-V with the def2-TZVPD basis set.

```
! wB97M-V def2-TZVPD RIJCOSX def2/J DEFGRID3
* xyz 1 1
C 0.85 1.04 -1.30
C 0.49 0.95 1.34
C 0.50 0.30 -0.04
C -1.10 -0.42 -0.04
N 1.33 -1.06 -0.02
O -1.20 -1.27 -1.06
O -1.19 -1.04 1.12
S -2.36 0.97 -0.06
H 1.94 1.39 -1.25
H 0.38 1.98 -1.31
H 0.68 0.31 -2.08
H 0.30 0.28 2.13
H 1.27 1.63 1.60
H -0.46 1.59 1.40
H 1.65 -1.32 0.94
H 2.08 -1.10 -0.82
H 0.71 -1.77 -0.27
H -1.20 -0.81 -1.93
H -1.50 -1.95 0.88
H -3.19 0.30 0.76
*
```

Summary:
- SMILES string = CC(C)([NH3+])C(O)(O)S
- frontier orbital gap (eV) = 9.6416
- lowest unoccupied orbital energy (eV) = -3.4



#b
A cluster of 2 separate species, C4H12NO2S in total, computed with ωB97M-V with the def2-TZVPD basis set.

```
! wB97M-V def2-TZVPD RIJCOSX def2/J DEFGRID3
* xyz 1 1
O 0.94 2.01 1.25
C 0.01 1.26 1.26
C 0.01 0.09 0.21
C -0.33 -1.21 0.89
C -1.80 -1.72 0.89
S -2.65 -1.59 -0.70
N 1.28 0.08 -0.60
H -0.83 1.36 1.98
H -0.84 0.30 -0.45
H 0.30 -2.05 0.56
H 0.08 -1.28 1.90
H -2.33 -1.21 1.69
H -1.70 -2.78 1.16
H -2.14 -2.63 -1.41
H 1.21 -0.66 -1.29
H 2.04 -0.07 0.07
H 1.30 1.06 -0.97
H 2.55 3.20 -2.37
H 1.04 3.02 -2.28
O 1.86 2.83 -1.81
*
```

Summary:
- frontier orbital gap (eV) = 9.5943
- lowest unoccupied orbital energy (eV) = -3.3



Relative energies, in eV, with the most stable structure set to zero: #a 0.577; #b 0.000.



#a
The molecule C2H3ClO2, computed with ωB97M-V with the def2-TZVPD basis set.

```
! wB97M-V def2-TZVPD RIJCOSX def2/J DEFGRID3
* xyz 0 1
C -0.67 -1.31 -0.12
C -0.52 -0.04 0.07
O 1.44 1.52 -0.34
O 0.75 0.51 0.63
Cl -1.73 1.15 -0.10
H -1.75 -1.62 -0.31
H 0.17 -1.95 0.13
H 2.30 1.72 0.03
*
```

Summary:
- SMILES string = C=C(Cl)OO
- frontier orbital gap (eV) = 10.3506
- lowest unoccupied orbital energy (eV) = 0.3



#b
A cluster of 2 separate species, C2H3ClO2 in total, computed with ωB97M-V with the def2-TZVPD basis set.

```
! wB97M-V def2-TZVPD RIJCOSX def2/J DEFGRID3
* xyz 0 1
C -0.26 -0.77 -1.37
C -0.92 -0.45 -0.26
O 0.00 -0.93 -2.48
O 0.60 1.19 1.34
Cl 2.27 1.16 0.83
H -1.63 0.35 -0.43
H 0.53 0.30 1.71
H -0.60 -0.85 0.67
*
```

Summary:
- SMILES string = C=C=O.OCl
- frontier orbital gap (eV) = 8.8715
- lowest unoccupied orbital energy (eV) = -0.3



#c
The molecule C2H3ClO2, computed with ωB97M-V with the def2-TZVPD basis set.

```
! wB97M-V def2-TZVPD RIJCOSX def2/J DEFGRID3
* xyz 0 1
C -0.40 0.43 -0.09
C 0.78 -0.51 0.14
H -2.42 0.38 -0.22
H 0.84 -0.79 1.15
H 0.76 -1.32 -0.56
O -1.63 -0.15 -0.25
O -0.19 1.59 0.03
Cl 2.26 0.38 -0.20
*
```

Summary:
- SMILES string = O=C(O)CCl
- frontier orbital gap (eV) = 11.3925
- lowest unoccupied orbital energy (eV) = 0.5



Relative energies, in eV, with the most stable structure set to zero: #a 4.309; #b 3.361; #c 0.000.



#a
A cluster of 2 separate species, C3H7OS in total, computed with ωB97M-V with the def2-TZVPD basis set.

```
! wB97M-V def2-TZVPD RIJCOSX def2/J DEFGRID3
* xyz -1 1
C -2.00 0.77 -0.07
S -2.03 -1.05 0.27
H -3.01 1.16 0.08
H -1.37 1.46 0.51
H -1.70 0.87 -1.11
O 3.08 1.12 0.17
C 1.97 0.65 0.21
C 1.52 -0.47 -0.65
H 1.26 1.12 0.89
H 1.84 -0.22 -1.67
H 0.43 -0.52 -0.63
H 1.94 -1.43 -0.35
*
```

Summary:
- frontier orbital gap (eV) = 6.3135
- lowest unoccupied orbital energy (eV) = 3.9



#b
A structure of composition C3H7OS, computed with ωB97M-V with the def2-TZVPD basis set.

```
! wB97M-V def2-TZVPD RIJCOSX def2/J DEFGRID3
* xyz -1 1
C -1.05 -0.19 -1.11
O -0.17 -2.48 -0.83
C 0.42 -0.18 0.29
C -0.45 0.70 -0.16
S 1.40 2.86 1.64
H -0.58 -0.39 -2.07
H -1.79 -0.94 -0.86
H 0.08 -1.25 0.27
H 1.01 0.19 1.15
H -0.36 1.78 -0.05
H 0.04 -3.35 -1.20
H 1.45 3.25 2.92
*
```

Summary:
- frontier orbital gap (eV) = 4.9936
- lowest unoccupied orbital energy (eV) = 1.9



Relative energies, in eV, with the most stable structure set to zero: #a 0.000; #b 5.387.